No. 1
92
Properties=species:S:1:pos:R:3 method="wB97M-V/def2-TZVPD" orbital_gap_ev=6.4 charge=-1
C -3.19986 3.62777 1.92223
C -3.37388 2.44159 0.98288
O -2.26477 2.32954 0.07328
C -3.59688 1.13696 1.72798
Ta -1.73762 0.26019 2.79223
O -0.65950 -0.14191 1.03547
B 0.67070 -0.05292 1.24205
O 1.44737 -1.18450 1.06192
O 1.27512 1.11281 1.55644
H -3.10973 3.32653 2.95274
H -4.02883 4.30868 1.83835
H -2.29417 4.14310 1.67487
H -4.25770 2.65633 0.38233
H -2.60018 2.55015 -0.81028
H -4.38908 1.33092 2.43266
H -3.92764 0.39383 1.00901
H -2.49978 -1.44081 2.87064
H -0.28531 -0.28295 3.82429
H -1.02293 1.97555 2.87695
H -2.54477 0.70561 4.40301
H 0.88019 -1.93994 1.28736
H 2.20526 0.95416 1.78055
C -2.40285 8.88095 0.32475
C -2.36975 7.39203 0.59612
O -3.35673 6.80155 0.96412
C -1.03975 6.70913 0.41291
H -3.40613 9.26186 0.50068
H -1.70093 9.39591 0.98247
H -2.11642 9.07474 -0.71036
H -0.30245 7.16347 1.07809
H -0.69363 6.80067 -0.61547
H -1.13478 5.65548 0.66262
C 3.59650 3.58884 -2.99318
C 2.96223 3.53976 -1.62020
O 3.25120 4.33968 -0.76290
C 1.95369 2.44097 -1.41063
H 4.31314 4.40653 -3.04155
H 4.11255 2.64784 -3.19377
H 2.82806 3.73313 -3.74797
H 2.43142 1.46926 -1.55513
H 1.15411 2.54906 -2.14508
H 1.52690 2.47914 -0.41288
C 1.30134 6.10930 -4.42978
C 0.09855 5.99279 -3.52536
O -0.16083 6.84543 -2.71299
C -0.75390 4.75628 -3.67025
H 1.82552 7.03752 -4.21897
H 1.97607 5.26922 -4.25811
H 0.98574 6.10158 -5.47486
H -0.15264 3.86681 -3.47408
H -1.15463 4.69368 -4.68374
H -1.57556 4.79513 -2.96007
C 1.24450 -4.60308 0.19308
C 0.33005 -4.90595 1.35921
O 0.36212 -4.25539 2.37384
C -0.62037 -6.06561 1.20040
H 1.87860 -3.75204 0.43125
H 1.87228 -5.47165 -0.02040
H 0.65442 -4.36754 -0.69387
H -0.06414 -6.98871 1.02674
H -1.28997 -5.88496 0.35677
H -1.20307 -6.17149 2.10839
C 1.31906 1.72435 -6.99881
C 0.70606 1.73007 -5.61840
O 1.02525 2.54763 -4.78936
C -0.32038 0.66574 -5.31841
H 2.03849 2.53463 -7.08171
H 1.82450 0.77466 -7.17881
H 0.54166 1.85336 -7.75353
H 0.12247 -0.32433 -5.43451
H -1.16251 0.75335 -6.00718
H -0.67629 0.77865 -4.29785
C -3.09664 -7.87309 4.35235
C -1.80433 -8.61782 4.11575
O -0.79796 -8.04200 3.78772
C -1.83179 -10.11700 4.30930
H -2.94232 -6.81093 4.18311
H -3.86916 -8.23788 3.67328
H -3.43447 -8.02618 5.37840
H -2.55508 -10.56909 3.62887
H -2.12054 -10.35665 5.33379
H -0.84571 -10.52702 4.10886
C 3.05256 -6.26503 3.23001
C 4.05735 -6.80985 2.24949
O 3.78735 -7.70304 1.48097
C 5.42975 -6.17706 2.26417
H 2.10861 -6.79409 3.12312
H 3.41597 -6.39084 4.25107
H 2.88672 -5.20264 3.04153
H 5.88615 -6.29801 3.24763
H 5.35014 -5.11092 2.04744
H 6.05861 -6.65100 1.51489


No. 2
115
Properties=species:S:1:pos:R:3 method="wB97M-V/def2-TZVPD" orbital_gap_ev=7.7
C 2.52327 1.09975 -1.09375
C 2.48871 -0.23215 -1.85964
Br 4.15885 -1.23358 -1.59816
C 1.34755 -1.12804 -1.40958
C -0.02362 -0.54153 -1.69874
C -0.28374 0.24122 -2.81531
C -1.55341 0.75834 -3.03355
C -2.57409 0.48383 -2.14581
C -2.32919 -0.32371 -1.03637
C -1.05771 -0.82277 -0.81852
C -3.43766 -0.64447 -0.10538
O -3.28973 -1.42721 0.82032
C -4.75085 -0.02014 -0.34128
C -4.98586 0.75290 -1.39745
C -3.92544 1.05943 -2.38042
O -4.16554 1.77046 -3.33586
H 3.48603 1.25266 -0.61401
H 1.76595 1.12228 -0.31248
H 2.37756 1.93462 -1.77601
H 2.45785 -0.03066 -2.92465
H 1.41989 -2.12491 -1.84306
H 1.42716 -1.21828 -0.32559
H 0.48374 0.47063 -3.54022
H -1.73509 1.37235 -3.90342
H -0.89311 -1.43754 0.05442
H -5.52978 -0.23248 0.37819
H -5.95850 1.17933 -1.59774
N 7.17301 2.79682 1.12483
C 6.10532 1.95516 1.11001
N 6.36798 0.67789 1.52515
O 4.98511 2.30516 0.76074
H 8.09736 2.51630 1.41087
H 7.02451 3.74820 0.82691
H 5.60440 0.02758 1.52729
H 7.27971 0.36863 1.80508
N -1.76499 -1.72760 4.96078
C -0.87498 -2.30332 4.09471
N -1.15086 -2.07208 2.77394
O 0.07106 -2.97536 4.46348
H -2.53316 -1.15889 4.65926
H -1.62870 -1.86320 5.95249
H -0.54468 -2.49583 2.09834
H -1.93725 -1.53357 2.45995
N -8.98389 -0.92968 -4.30508
C -8.06793 -0.21034 -3.59179
N -7.35184 0.67880 -4.33816
O -7.90890 -0.36133 -2.38799
H -9.13029 -0.79942 -5.29052
H -9.53884 -1.59643 -3.80370
H -6.65885 1.24532 -3.88359
H -7.49990 0.77531 -5.32777
N -7.96704 0.22963 -9.75540
C -7.62238 0.39549 -8.44285
N -6.34189 0.05896 -8.14280
O -8.42853 0.81621 -7.61909
H -7.32871 -0.11677 -10.44602
H -8.90394 0.46692 -10.02016
H -6.04154 0.15839 -7.19163
H -5.68885 -0.28428 -8.82996
N 11.41206 3.75034 -0.58778
C 10.35809 2.88958 -0.46157
N 9.59789 2.74705 -1.58011
O 10.12619 2.29490 0.58305
H 11.60266 4.26036 -1.43046
H 11.99262 3.88994 0.21725
H 8.80146 2.13874 -1.52592
H 9.79725 3.23448 -2.44192
N -2.46760 -3.08134 10.04415
C -2.45094 -3.08187 8.68571
N -2.67314 -4.28975 8.09146
O -2.25768 -2.06368 8.02986
H -2.64231 -3.88791 10.61477
H -2.31311 -2.20520 10.50452
H -2.68788 -4.32145 7.08841
H -2.84294 -5.13117 8.60764
N -4.68413 -2.15093 13.56460
C -3.81811 -3.19948 13.68660
N -3.55294 -3.60295 14.96392
O -3.31531 -3.73970 12.71543
H -5.11074 -1.69073 14.34553
H -4.90133 -1.84159 12.63541
H -2.91928 -4.37120 15.07946
H -3.95519 -3.17382 15.77480
N 10.94302 2.78681 -6.36958
C 10.83104 2.79951 -5.01073
N 11.39256 1.74029 -4.35909
O 10.25852 3.70600 -4.42029
H 11.40423 2.05826 -6.87957
H 10.53631 3.55449 -6.87033
H 11.30822 1.70929 -3.35823
H 11.86032 0.98964 -4.82986
N 5.88526 6.92067 3.93994
C 6.12759 5.88094 3.08148
N 5.66800 4.66345 3.48223
O 6.72038 6.03834 2.02537
H 5.39986 6.81678 4.80983
H 6.21345 7.82684 3.66552
H 5.83465 3.89647 2.85591
H 5.18074 4.50011 4.34179
N -4.25425 -2.94454 3.47779
C -5.18990 -3.92962 3.59309
N -5.91239 -4.17804 2.45431
O -5.37399 -4.55119 4.62624
H -4.09751 -2.43914 2.62278
H -3.69858 -2.73714 4.28973
H -6.60818 -4.89750 2.49977
H -5.77054 -3.68279 1.59462
N -1.98160 -1.53205 -9.88326
C -3.18221 -1.28460 -10.47734
N -3.16620 -1.20867 -11.83855
O -4.20829 -1.14355 -9.82728
H -1.12732 -1.65462 -10.39220
H -1.96862 -1.59597 -8.88254
H -4.03734 -1.03044 -12.30113
H -2.33662 -1.32361 -12.38854


No. 3
92
Properties=species:S:1:pos:R:3 method="wB97M-V/def2-TZVPD" orbital_gap_ev=8.9 charge=+1
C 2.43189 -1.80812 -0.76431
C 2.18944 -2.20621 0.69003
C 0.81018 -2.79553 0.92578
N -0.27440 -1.97032 0.37254
N -0.35110 -0.71921 1.01403
C -0.99783 0.28246 0.49289
N -1.15875 1.48215 1.08470
C -2.44661 2.06380 0.59157
C -2.20552 3.44012 -0.03507
C -2.20015 4.50904 1.03452
O -1.25756 5.08712 1.44327
Br -3.96804 4.81798 1.77795
C -2.95805 0.89684 -0.31897
C -3.94787 1.17661 -1.46407
N -5.26964 0.58613 -1.31804
N -1.70809 0.16429 -0.69364
C -1.04528 0.78326 -1.87015
O 0.34471 0.84706 -1.61812
C 0.93153 2.00338 -2.09999
C 2.23309 2.35236 -1.45866
O 0.38139 2.65255 -2.93767
H 1.87957 -2.43666 -1.46217
H 2.09437 -0.78434 -0.92067
H 3.49551 -1.82945 -0.99086
H 2.35889 -1.34390 1.34375
H 2.90548 -2.96397 1.01392
H 0.65584 -2.96236 2.00149
H 0.74222 -3.75873 0.42629
H -1.15980 -2.43253 0.55988
H 0.08118 -0.61438 1.92818
H -1.04143 1.51023 2.09090
H -3.14260 2.15486 1.42465
H -1.23592 3.46968 -0.53332
H -2.97100 3.68623 -0.76847
H -3.47453 0.22376 0.37235
H -4.10178 2.25286 -1.54214
H -3.52458 0.84877 -2.41387
H -5.70748 0.90324 -0.45961
H -5.21420 -0.42588 -1.24758
H -1.41551 1.79505 -2.03421
H -1.27024 0.18580 -2.74961
H 2.08414 3.29040 -0.92343
H 2.98062 2.50853 -2.23305
H 2.60129 1.59536 -0.76973
C -2.74766 7.67327 3.80219
C -1.87681 7.45553 5.02668
C -0.54736 8.18290 4.91761
O -1.66686 6.05470 5.23359
H -2.24041 7.27381 2.91904
H -3.69934 7.15408 3.91087
H -2.94724 8.73156 3.62897
H -2.40366 7.79658 5.91940
H 0.00994 7.81903 4.04904
H 0.05766 8.00931 5.80700
H -0.69342 9.25715 4.79979
H -1.19307 5.72816 4.45979
C -4.23306 -3.29402 -3.59159
C -4.30105 -2.19943 -4.64481
C -2.99557 -1.42642 -4.73654
O -5.39147 -1.31977 -4.39012
H -4.04645 -2.85280 -2.60531
H -5.17468 -3.83960 -3.54523
H -3.42947 -4.00086 -3.80206
H -4.52548 -2.64386 -5.61565
H -2.78652 -0.94813 -3.77274
H -3.06016 -0.64768 -5.49587
H -2.15724 -2.08168 -4.97636
H -5.24284 -0.89197 -3.53881
C 0.80516 -7.96105 2.52752
C 1.41471 -7.23727 1.34021
C 2.80483 -7.75007 1.00898
O 1.44413 -5.82091 1.57545
H 1.42327 -7.81433 3.41782
H -0.19352 -7.58045 2.74092
H 0.73519 -9.03241 2.33905
H 0.76646 -7.35447 0.46983
H 3.47633 -7.59764 1.85878
H 3.21725 -7.22017 0.15055
H 2.78539 -8.81610 0.78216
H 2.01008 -5.67137 2.34202
C 6.60804 -1.47157 -0.33929
C 6.14115 -0.31300 -1.20586
C 7.30359 0.53498 -1.68983
O 5.18501 0.48159 -0.49089
H 7.12232 -1.09361 0.54871
H 5.76044 -2.07250 -0.00713
H 7.29924 -2.11756 -0.88109
H 5.59187 -0.69937 -2.06721
H 7.83933 0.96383 -0.83840
H 6.94902 1.35549 -2.31332
H 8.00895 -0.06136 -2.26857
H 5.64059 0.84112 0.27944


No. 4
110
Properties=species:S:1:pos:R:3 method="wB97M-V/def2-TZVPD" orbital_gap_ev=6.6 charge=+1
C -4.75317 3.52894 2.29215
C -5.34578 2.18812 1.96833
O -5.24369 1.22560 2.68437
N -6.05933 2.10715 0.74390
C -5.12547 2.06380 -0.41182
C -5.90699 2.35228 -1.68947
C -5.11051 2.09647 -2.97543
C -4.41929 0.71094 -2.98293
C -2.94182 0.70082 -3.21639
N -2.42094 1.62900 -4.04289
C -1.11622 1.69219 -4.35241
C -0.60794 2.77094 -5.26163
C 0.49583 3.58379 -4.52247
C 0.49488 5.06443 -4.90834
I 0.29878 6.29390 -3.14011
C -0.24818 0.76910 -3.80161
C -0.73792 -0.19681 -2.93616
C 0.30190 -1.13982 -2.37839
O 1.42096 -0.78486 -2.24374
O -0.06753 -2.38623 -2.01845
I -0.78039 -3.49274 -3.53729
C -2.10552 -0.23851 -2.61655
C -2.68305 -1.24938 -1.65965
H -4.56009 4.10089 1.39100
H -5.48712 4.08904 2.86517
H -3.83164 3.36396 2.83725
H -6.48442 1.18394 0.77944
H -4.32819 2.79171 -0.28952
H -4.68249 1.06623 -0.40006
H -6.16511 3.40699 -1.66040
H -6.82659 1.77143 -1.70012
H -4.44187 2.93708 -3.16340
H -5.81915 2.11132 -3.80026
H -4.68017 0.18948 -2.07861
H -4.84693 0.12210 -3.79754
H -3.00748 2.33390 -4.47140
H -1.41678 3.42700 -5.57984
H -0.18784 2.28780 -6.13958
H 0.26966 3.49760 -3.46492
H 1.45944 3.11125 -4.68260
H -0.32286 5.35361 -5.55274
H 1.45700 5.35109 -5.31598
H 0.80432 0.78911 -4.02873
H -3.42959 -0.81117 -1.01063
H -1.92350 -1.67896 -1.02412
H -3.13565 -2.04530 -2.24528
C -2.53556 -5.85484 -0.32436
O -1.91013 -6.30962 -1.26946
N -3.61831 -6.47941 0.21659
N -2.19596 -4.66263 0.26298
H -4.14028 -6.11398 0.99148
H -3.89438 -7.35303 -0.19027
H -1.40050 -4.18255 -0.11528
H -2.69291 -4.25136 1.03732
C 4.29721 6.42512 -4.98458
O 4.09401 5.21494 -5.01109
N 3.46928 7.28292 -4.33478
N 5.36469 7.00439 -5.60860
H 3.60878 8.27923 -4.29600
H 2.68079 6.86712 -3.87102
H 5.99475 6.40034 -6.10155
H 5.53911 7.99223 -5.59249
C -1.17701 -3.32400 3.77864
O -2.22240 -2.80760 3.38309
N -0.71202 -3.16745 5.05320
N -0.40175 -4.09613 2.98359
H 0.13731 -3.58485 5.39324
H -1.26223 -2.60572 5.67504
H -0.72662 -4.23814 2.04884
H 0.46479 -4.50749 3.28810
C 3.44467 -5.63313 3.85461
O 2.41465 -5.15598 3.39193
N 3.89336 -5.29380 5.09689
N 4.21556 -6.52275 3.17631
H 4.73094 -5.66710 5.50071
H 3.35065 -4.62523 5.61668
H 3.90884 -6.79041 2.26090
H 5.06269 -6.92139 3.54618
C 2.61850 -1.22207 5.81594
O 2.47657 -2.41514 6.01897
N 3.84225 -0.61370 5.85469
N 1.56419 -0.40197 5.53069
H 3.98144 0.36430 5.69063
H 4.63479 -1.19196 6.06019
H 0.65500 -0.82531 5.48545
H 1.65525 0.58047 5.35965
C 5.53464 9.16492 -2.11720
O 4.91876 9.63898 -3.06060
N 4.99312 9.07634 -0.86756
N 6.80718 8.69007 -2.23815
H 5.47763 8.69393 -0.07858
H 4.05960 9.42082 -0.74701
H 7.23331 8.74180 -3.14382
H 7.32821 8.29866 -1.47731
C 8.04424 -7.62426 2.75549
O 6.98387 -7.84340 3.32125
N 8.10619 -7.16408 1.47172
N 9.24758 -7.82498 3.36501
H 8.96444 -6.97942 0.98927
H 7.23702 -7.00748 0.99761
H 9.23289 -8.16494 4.30821
H 10.12973 -7.65446 2.92209
C -6.11758 -2.90317 3.21740
O -6.03442 -4.09938 3.00598
N -5.03003 -2.07607 3.23390
N -7.31628 -2.28072 3.45446
H -5.08714 -1.08742 3.40215
H -4.13223 -2.49456 3.06756
H -8.13827 -2.85419 3.45251
H -7.40405 -1.29851 3.63239


No. 5
87
Properties=species:S:1:pos:R:3 method="wB97M-V/def2-TZVPD" orbital_gap_ev=7.0 charge=-1
C 2.99076 -1.31120 5.61657
C 3.62683 -1.01753 4.25743
C 2.62213 -0.44945 3.25083
C 1.81387 -1.53272 2.48758
N 0.40955 -1.50650 2.85877
P -0.88521 -2.18471 1.85641
S 0.41178 -3.91046 0.99818
C -0.51304 -1.01655 0.40359
C -0.77106 0.49082 0.48269
C -0.19753 1.14586 -0.79429
O -0.24500 1.14806 1.62277
O -2.08050 -1.08583 2.51850
C -3.00472 -1.84155 3.23383
C -2.15088 -2.75481 4.08378
C -2.88849 -3.76896 4.93254
C -3.27081 -3.20053 6.30374
C -2.07595 -3.12236 7.23575
F -2.14598 -1.98483 8.05231
O -1.25901 -3.33959 3.17846
H 2.39501 -0.46065 5.94876
H 2.33683 -2.18057 5.54743
H 3.74757 -1.50829 6.37657
H 4.02629 -1.95461 3.86091
H 4.47416 -0.33911 4.37567
H 3.14023 0.21393 2.55185
H 1.89737 0.16837 3.78616
H 1.91617 -1.36237 1.42062
H 2.28017 -2.50277 2.69230
H 0.33099 -1.90193 3.78728
H -1.93996 -2.79622 1.10722
H 0.22723 -3.65577 -0.30176
H 0.49341 -1.18377 0.01282
H -1.18957 -1.38803 -0.37324
H -1.84157 0.68746 0.51506
H -0.12905 0.42012 -1.60490
H 0.83065 1.43378 -0.55604
H -0.75528 2.02828 -1.10413
H 0.67577 0.88462 1.71983
H -3.69842 -1.22401 3.81387
H -3.61555 -2.45760 2.54926
H -1.59355 -2.06607 4.74990
H -2.25294 -4.64735 5.06954
H -3.79471 -4.10513 4.42311
H -3.65913 -2.18779 6.18265
H -4.05433 -3.80716 6.75926
H -2.02261 -3.98216 7.90561
H -1.14586 -3.05660 6.67100
C 5.86177 2.22993 -4.80264
C 5.61332 0.81967 -4.27626
C 4.14127 0.52392 -3.99322
C 3.50004 1.41574 -2.92908
C 4.18315 1.39167 -1.56351
C 4.16709 0.01611 -0.90178
H 5.55724 2.98806 -4.07976
H 6.91963 2.38842 -5.01885
H 5.30228 2.40393 -5.72479
H 6.20569 0.65900 -3.37127
H 5.97917 0.09537 -5.00935
H 4.04099 -0.52391 -3.69875
H 3.57300 0.62991 -4.92330
H 2.45788 1.10711 -2.80130
H 3.46459 2.44794 -3.29037
H 3.66811 2.10151 -0.91064
H 5.21416 1.74983 -1.64630
H 3.14306 -0.34231 -0.77384
H 4.63115 0.04889 0.08497
H 4.70787 -0.72515 -1.49288
C -5.59888 4.44764 -4.65467
C -4.54052 3.72605 -5.48310
C -4.61738 2.20361 -5.37866
C -4.40621 1.64548 -3.96973
C -3.08311 2.03845 -3.31471
C -1.85447 1.54668 -4.07196
H -5.49092 4.23408 -3.59058
H -5.52653 5.52897 -4.78102
H -6.60333 4.14207 -4.95694
H -3.54682 4.06960 -5.18327
H -4.65439 4.00909 -6.53342
H -3.88207 1.76520 -6.05884
H -5.59674 1.87332 -5.74121
H -4.46573 0.55374 -4.01724
H -5.23001 1.96097 -3.32358
H -3.06228 1.62601 -2.30310
H -3.03025 3.12507 -3.19763
H -1.86689 0.45818 -4.16130
H -0.94352 1.82687 -3.54397
H -1.79754 1.96749 -5.07820